Density functional theory data (ωB97M-V/def2-TZVPD) for a structure of composition C4H11N2O.

Geometry as ORCA input:
```
! wB97M-V def2-TZVPD RIJCOSX def2/J DEFGRID3
* xyz 1 1
C 0.31711 -1.48676 0.69647
C -0.46443 -0.20236 2.05993
C 1.19899 0.56577 -1.32155
C 0.33495 0.96330 -0.11477
N -1.77314 -0.32444 0.03539
N -0.48597 -0.22933 0.51711
O 0.34767 -1.43005 2.09296
H -0.13397 -2.49797 0.36055
H 1.17706 -1.40327 0.05954
H 0.10690 0.65497 2.36380
H -1.56486 -0.19584 2.35262
H 0.74826 -0.05714 -2.03808
H 1.52812 1.51541 -1.66348
H 2.19798 0.09955 -1.09808
H -0.37661 1.60757 -0.46416
H 0.97399 1.49034 0.71870
H -1.87784 -0.10485 -0.95135
H -2.26346 -1.18274 0.13598
*
```

Its LUMO energy is -2.943 eV. The total energy is -9343.92668 eV. The value obtained for the orbital gap is 12.297 eV.

Here are the Mulliken charges for atoms 1 to 5, given in e:
1 C -0.192
2 C -0.242
3 C -1.327
4 C -0.263
5 N -0.879

=====

Density functional theory data (ωB97M-V/def2-TZVPD) for the molecule C3H3NS2.

Geometry as ORCA input:
```
! wB97M-V def2-TZVPD RIJCOSX def2/J DEFGRID3
* xyz 0 1
C 1.97215 1.14568 0.41369
C 1.78322 -0.12129 -0.06567
C 0.41677 -0.61934 -0.31103
N 2.05785 2.22132 0.83762
S 3.24024 -1.26122 -0.41262
S -0.54331 -0.32582 1.27367
H 0.37448 -1.64490 -0.52137
H -0.13229 -0.17029 -1.04790
H -0.39627 -1.76061 1.48812
*
```

Its LUMO energy (alpha / beta) is -2.414 / -2.408 eV. The total energy is -26317.31002 eV. The value obtained for the orbital gap (alpha / beta) is 7.219 / 7.230 eV. The SMILES is N#CC(=S)CS.

Here are the Mulliken charges for atoms 1 to 5, given in e:
1 C 0.294
2 C 0.192
3 C -0.799
4 N -0.313
5 S -0.131

=====

Density functional theory data (ωB97M-V/def2-TZVPD) for a cluster of 2 separate species, C4H10N2O in total.

Geometry as ORCA input:
```
! wB97M-V def2-TZVPD RIJCOSX def2/J DEFGRID3
* xyz 0 1
C 1.44365 -2.34526 2.28139
C 0.75419 -1.29628 1.85858
O -0.34174 -0.87882 2.59335
C 1.11706 -0.36337 0.74866
H 2.25970 -2.75644 1.70560
H 1.22719 -2.82875 3.22324
H -0.47485 0.05209 2.39626
H 2.03399 -0.68299 0.25333
H 0.32870 -0.36586 -0.00998
H 1.27145 0.66852 1.07045
N -0.57090 2.06705 -3.41042
C -0.74074 1.39900 -2.16493
N -1.86632 1.04267 -1.75119
H 0.35313 1.84326 -3.76697
H -0.59930 3.07902 -3.30117
H 0.24668 1.28357 -1.69009
H -1.92183 0.83615 -0.75635
*
```

Its LUMO energy is 0.546 eV. The total energy is -9336.28387 eV. The value obtained for the orbital gap is 9.570 eV. The SMILES is [H]/N=C/N.C=C(C)O.

Here are the Mulliken charges for atoms 1 to 5, given in e:
1 C -0.902
2 C 0.816
3 O -0.520
4 C -1.137
5 H 0.252

=====

Density functional theory data (ωB97M-V/def2-TZVPD) for the molecule C6H18N3P3.

Geometry as ORCA input:
```
! wB97M-V def2-TZVPD RIJCOSX def2/J DEFGRID3
* xyz 0 1
C -2.43807 2.02422 1.05583
C 1.56484 -2.16408 -1.24047
C 0.98033 2.41041 1.20603
C -1.10800 -0.79733 -3.23602
C 2.28814 -0.70996 1.65754
C -1.49903 -0.67299 1.40277
N -1.42350 0.67133 -1.03937
N 0.85942 -1.08855 -0.59578
N 0.48927 1.13289 0.70586
P -0.21291 0.41217 -2.16366
P 1.78567 0.15062 0.07205
P -1.19832 0.95295 0.63246
H -2.32230 3.00983 0.61321
H -2.58445 2.06788 2.13040
H 2.03614 -2.79237 -0.47534
H 0.84717 -2.78242 -1.78602
H 2.35033 -1.84265 -1.93314
H 1.63073 2.27103 2.07445
H 1.54471 2.94989 0.44088
H 0.12679 3.02250 1.51018
H -1.47414 -1.62344 -2.62643
H -0.43319 -1.17737 -4.00008
H -1.94659 -0.30472 -3.72906
H 2.64594 0.03248 2.36931
H 3.10470 -1.39721 1.43999
H 1.44665 -1.25824 2.08107
H -2.55355 -0.92385 1.29307
H -0.86245 -1.41668 0.92729
H -1.25680 -0.59681 2.46232
H -2.38755 0.44049 -1.24932
*
```

Its LUMO energy (alpha / beta) is -0.080 / -0.080 eV. The total energy is -38849.21055 eV. The value obtained for the orbital gap (alpha / beta) is 7.297 / 7.299 eV.

Here are the Mulliken charges for atoms 1 to 5, given in e:
1 C -1.356
2 C -1.195
3 C -1.144
4 C -1.114
5 C -1.147

=====

Density functional theory data (ωB97M-V/def2-TZVPD) for a cluster of 8 separate species, C16H48O8 in total.

Geometry as ORCA input:
```
! wB97M-V def2-TZVPD RIJCOSX def2/J DEFGRID3
* xyz 0 1
C -1.29369 3.64833 1.02068
O -2.53969 3.32233 1.67268
H -0.56969 3.84233 1.80068
H -1.45669 4.45933 0.28468
H -1.03569 2.72933 0.46168
H -2.49169 2.46333 2.05068
C 3.89231 -0.90967 -2.25932
O 3.53031 -2.27267 -2.09432
H 4.98731 -0.76367 -2.23332
H 3.49531 -0.30167 -1.44932
H 3.50031 -0.58867 -3.22432
H 4.11531 -2.81467 -2.61032
C 0.61631 1.21133 -1.34532
O -0.17469 0.23233 -0.83732
H 1.56231 0.77933 -1.71132
H 0.75931 1.93533 -0.62932
H 0.03331 1.71433 -2.18232
H 0.00731 -0.51967 -1.31832
C -2.78669 -0.06267 0.63668
O -3.46369 0.45733 1.70268
H -3.37469 -0.85367 0.15168
H -1.88269 -0.48167 0.99668
H -2.44569 0.66133 -0.01432
H -4.26469 0.90233 1.38068
C -2.52469 -0.97067 -2.95232
C -3.94869 -1.44467 -2.74832
C -4.92669 -0.31767 -2.36232
O -4.44269 -2.08067 -3.71432
H -1.72169 -1.65267 -3.00632
H -2.24769 -0.23167 -2.16532
H -2.45469 -0.44867 -3.88732
H -3.96069 -2.10867 -1.92232
H -4.97469 0.45633 -3.10332
H -4.53869 0.23233 -1.47832
H -5.90869 -0.66467 -2.18732
H -5.18569 -2.61767 -3.37132
C 1.41031 -2.37167 0.46568
C 0.76631 -2.81867 -0.80632
C -0.76469 -3.12067 -0.71632
O 0.93131 -2.09167 -1.79232
H 0.93131 -1.52467 0.84868
H 2.44331 -2.14767 0.20568
H 1.50831 -3.17667 1.18668
H 1.35031 -3.67767 -0.93932
H -1.37769 -2.26667 -0.75532
H -0.99969 -3.53567 0.24368
H -1.20369 -3.66767 -1.49032
H 1.83131 -2.18867 -2.04432
C 3.11131 0.36933 1.24368
C 3.47231 1.84033 1.39168
C 3.84631 2.56733 0.02768
O 2.56231 2.57633 1.74568
H 2.48231 -0.02067 2.07268
H 3.94931 -0.25167 1.18268
H 2.46731 0.32133 0.35468
H 4.40331 2.00433 1.96868
H 4.37831 3.52933 0.24168
H 3.09331 2.81333 -0.70132
H 4.56531 1.90233 -0.46432
H 1.76031 2.05933 1.80568
C 0.01331 -0.74167 3.08368
C -0.20369 0.72333 2.81468
C 0.52231 1.53633 3.87868
O 0.21931 1.14033 1.69968
H -0.52869 -1.08767 3.98568
H 1.09831 -1.03967 3.22168
H -0.47169 -1.40367 2.38568
H -1.27969 0.90433 2.87768
H 0.59531 2.58433 3.63368
H 1.56731 1.20733 3.97068
H -0.03069 1.33833 4.85368
H -0.30369 0.77433 0.96768
*
```

Its LUMO energy is 0.301 eV. The total energy is -33743.48209 eV. The value obtained for the orbital gap is 9.021 eV. The SMILES is CC(C)O.CC(C)O.CC(C)O.CC(C)O.CO.CO.CO.CO.

Here are the Mulliken charges for atoms 1 to 5, given in e:
1 C 0.112
2 O -0.630
3 H 0.095
4 H 0.371
5 H -0.250

=====

Density functional theory data (ωB97M-V/def2-TZVPD) for a structure of composition C30H48LuP2Te.

Geometry as ORCA input:
```
! wB97M-V def2-TZVPD RIJCOSX def2/J DEFGRID3
* xyz 1 1
Lu 0.47522 -0.95865 0.83153
C 1.89199 -1.65999 2.55838
C 0.92080 -0.76194 3.13122
C -0.19763 -2.62615 2.32231
C 1.20122 -2.81064 2.07345
C -0.36382 -1.36610 2.98924
C 3.36111 -1.44474 2.49252
H 3.65740 -0.52009 3.00940
H 3.68437 -1.35921 1.43158
H 3.92755 -2.29577 2.90824
C 1.82450 -3.95439 1.36217
H 2.23401 -3.64780 0.37233
H 1.09458 -4.76041 1.19536
H 2.67665 -4.34968 1.90949
C -1.28624 -3.60104 2.01558
H -1.35144 -4.38705 2.78772
H -1.11340 -4.11144 1.05601
H -2.26841 -3.10737 1.98444
C -1.64485 -0.83105 3.53649
H -1.80197 -1.14314 4.58343
H -2.50754 -1.18263 2.95522
H -1.64461 0.26388 3.52482
C 1.20414 0.50626 3.86044
H 1.10049 0.37001 4.95253
H 0.51008 1.30753 3.57119
H 2.22379 0.85553 3.66669
C 1.52916 0.58021 -1.03914
C 2.22730 0.99847 0.05576
C 1.98242 2.23795 0.86459
C 0.53267 2.81502 0.92780
C -0.58033 1.88935 1.30916
C -1.23693 0.97903 0.53061
C -1.05252 0.72151 -0.93834
C 0.26859 1.20349 -1.56724
H 2.62293 3.07341 0.52395
H 0.29926 3.39883 0.02233
H 2.32984 2.03448 1.89122
H 0.33930 2.29844 -1.53463
H 1.98636 -0.19282 -1.67962
H 3.16720 0.45755 0.25959
H 0.23386 0.97255 -2.64275
H -1.19534 -0.35881 -1.16237
H -2.10258 0.44655 0.95723
H -1.89204 1.20350 -1.49819
H 0.57342 3.58756 1.71817
H -0.98789 2.05319 2.31104
P -2.67046 2.68570 -2.97805
P -5.52386 1.84289 -2.47623
C -3.94524 3.59839 -3.99767
C -5.25443 2.80121 -4.06550
H -3.51075 3.75122 -4.99911
H -4.09838 4.58331 -3.52614
H -6.12194 3.46093 -4.22011
H -5.22545 2.06556 -4.88569
C -7.17525 1.15077 -2.89787
H -7.56364 0.64388 -2.00426
H -7.07167 0.41223 -3.69728
H -7.87579 1.93851 -3.20784
C -6.18544 3.29734 -1.53712
H -6.85532 3.88541 -2.18428
H -5.35777 3.92078 -1.17821
H -6.74338 2.90470 -0.67673
C -1.74165 1.91510 -4.37675
H -0.83002 1.42596 -4.01213
H -1.47552 2.69917 -5.10067
H -2.38072 1.15629 -4.85023
C -1.57675 4.10276 -2.58937
H -2.17375 4.86728 -2.07863
H -1.15774 4.51764 -3.51471
H -0.76238 3.80468 -1.91917
Te 4.18737 -2.45135 -1.04262
C 5.55275 -3.54646 0.06582
C 5.52458 -4.96502 0.11056
C 6.36900 -5.63906 1.00151
C 7.27415 -4.92529 1.80575
C 7.34198 -3.52356 1.71532
C 6.50388 -2.82676 0.83723
H 4.82623 -5.48903 -0.54189
H 6.32337 -6.72958 1.06695
H 7.93650 -5.45724 2.49730
H 8.05217 -2.96039 2.32811
H 6.53258 -1.74131 0.73874
*
```

Its LUMO energy (alpha / beta) is -4.059 / -4.059 eV. The total energy is -91371.33776 eV. The value obtained for the orbital gap (alpha / beta) is 4.258 / 4.258 eV.

Here are the Mulliken charges for atoms 1 to 5, given in e:
1 Lu 0.845
2 C 0.927
3 C 0.373
4 C 0.149
5 C 0.370

=====

Density functional theory data (ωB97M-V/def2-TZVPD) for the molecule C3H5N3.

Geometry as ORCA input:
```
! wB97M-V def2-TZVPD RIJCOSX def2/J DEFGRID3
* xyz 0 1
N 1.78705 -1.10871 -0.55709
C 0.65322 -0.59250 -0.27667
C 0.44280 0.63256 0.59806
N -0.89364 1.15107 0.44445
C -1.59373 0.28199 -0.10646
N -0.65047 -1.11142 -0.49490
H 2.51946 -0.64548 0.00260
H 0.57619 0.34526 1.64316
H 1.16193 1.39136 0.31221
H -2.65949 0.52660 -0.37871
H -1.34332 -0.87073 -1.18665
*
```

Its LUMO energy is 0.865 eV. The total energy is -7659.15707 eV. The value obtained for the orbital gap is 10.749 eV. The SMILES is [H]/N=C1\CN=CN1.

Here are the Mulliken charges for atoms 1 to 5, given in e:
1 N -0.702
2 C 0.617
3 C -0.399
4 N -0.390
5 C -0.116

=====

Density functional theory data (ωB97M-V/def2-TZVPD) for a cluster of 3 separate species, C15H36N3O4S in total.

Geometry as ORCA input:
```
! wB97M-V def2-TZVPD RIJCOSX def2/J DEFGRID3
* xyz -1 1
C -1.72103 0.86117 1.72203
C -2.84953 0.75355 0.69670
O -2.65989 0.15762 -0.33997
N -4.12774 1.36208 0.90164
C -4.06800 2.65378 1.58954
S -5.25583 0.26177 1.59949
O -4.47721 -0.83847 2.15395
O -6.10166 -0.13705 0.49231
O -5.99473 0.98924 2.61756
H -1.05307 1.66717 1.39665
H -1.17976 -0.08065 1.81285
H -2.16507 1.09658 2.69461
H -5.05912 3.03554 1.82614
H -3.43395 2.66776 2.48653
H -3.61552 3.37291 0.88672
C 0.65246 -5.88539 -1.12634
C -0.67809 -5.14618 -1.07075
N -0.55341 -3.77091 -0.63723
C -1.82767 -3.14643 -0.29015
C -2.85638 -2.95368 -1.39920
C 0.36099 -2.94889 -1.40762
C 0.11513 -2.81737 -2.91542
H 1.17740 -5.81596 -0.17187
H 0.48029 -6.94222 -1.34069
H 1.30484 -5.49649 -1.91037
H -1.31721 -5.67290 -0.35689
H -1.17314 -5.23180 -2.05139
H -1.63710 -2.17774 0.17535
H -2.28598 -3.75232 0.49829
H -2.57682 -2.14007 -2.06722
H -3.81840 -2.68252 -0.96146
H -3.01033 -3.86024 -1.99063
H 1.37319 -3.34342 -1.26564
H 0.39421 -1.94845 -0.96870
H -0.08653 -3.77928 -3.39054
H 1.00449 -2.39982 -3.39645
H -0.71067 -2.14317 -3.13642
C 2.06579 0.98994 -0.56849
C 2.56711 2.42081 -0.69570
N 2.38974 3.19978 0.51552
C 2.58015 4.62573 0.32048
C 3.97397 5.11581 -0.09024
C 2.97984 2.64374 1.72012
C 4.48623 2.35646 1.71556
H 1.02893 0.96377 -0.23017
H 2.11549 0.49429 -1.53924
H 2.67357 0.40845 0.12713
H 1.99859 2.89884 -1.49825
H 3.61714 2.40212 -1.02903
H 2.27424 5.15246 1.22879
H 1.87042 4.95188 -0.44709
H 4.67797 5.08091 0.74076
H 3.91553 6.15893 -0.41064
H 4.38587 4.54377 -0.92238
H 2.46083 1.70916 1.94984
H 2.74502 3.29859 2.56319
H 4.80815 1.83900 0.81053
H 4.73817 1.71289 2.56182
H 5.07807 3.26498 1.82212
*
```

Its LUMO energy is 2.476 eV. The total energy is -39635.73749 eV. The value obtained for the orbital gap is 7.691 eV.

Here are the Mulliken charges for atoms 1 to 5, given in e:
1 C -1.022
2 C 0.346
3 O -0.616
4 N 0.130
5 C -0.896